The following is a quantum chemistry calculation of C50H48MgN4O2S2 as an isolated structure, from the Open Molecules 2025 dataset.

Values from the calculation:
Kohn-Sham gap   7.147 eV
LUMO   -4.81 eV
HOMO energy   -12.0 eV
Energy above the lowest of the compared OMol25 structures with the same formula, charge and spin   0.263 eV
Energy   -89791.3826 eV

Geometry as ORCA input:
```
! RIJCOSX wB97M-V def2-TZVPD def2/J DEFGRID3
* xyz 2 1
Mg -1.2182 -1.2655 -1.1520
C 0.2621 -4.0631 6.1273
C -0.1128 -3.0279 5.1063
C 0.0314 -3.2936 3.7463
C -0.3168 -2.3542 2.7898
C -0.8152 -1.1342 3.2071
C -0.9937 -0.8449 4.5532
C -0.6272 -1.7906 5.4943
S -1.3333 0.0982 2.0357
O -1.0781 -0.4798 0.6593
C -0.1595 1.4208 2.3375
C -0.7868 2.6210 2.7402
C -0.0368 3.7258 3.0146
C 1.3695 3.6872 2.8810
C 2.1651 4.8290 3.1461
C 3.5209 4.7764 3.0105
C 4.1492 3.5814 2.5929
C 3.4117 2.4660 2.3247
C 1.9993 2.4830 2.4704
C 1.2097 1.3279 2.2048
C 1.8820 0.0703 1.7628
C 2.6014 -0.7355 2.6946
C 2.6794 -0.4061 4.0697
C 3.3769 -1.2001 4.9343
C 4.0282 -2.3640 4.4730
C 3.9531 -2.7163 3.1564
C 3.2350 -1.9169 2.2360
C 3.1198 -2.2915 0.8736
C 2.4332 -1.5135 -0.0085
C 1.8382 -0.3207 0.4501
S 1.0013 0.7317 -0.7303
O 0.3464 -0.2419 -1.7183
C 2.4162 1.3659 -1.5965
C 3.0014 0.6597 -2.6389
C 4.1035 1.1998 -3.2747
C 4.6310 2.4336 -2.8857
C 5.8313 2.9995 -3.5884
C 4.0151 3.1234 -1.8449
C 2.9013 2.6037 -1.2035
H 1.2096 -4.5372 5.8708
H -0.4967 -4.8465 6.1688
H 0.3482 -3.6291 7.1216
H 0.4363 -4.2475 3.4301
H -0.1823 -2.5579 1.7353
H -1.3936 0.1134 4.8656
H -0.7453 -1.5673 6.5470
H -1.8651 2.6440 2.8412
H -0.5082 4.6463 3.3349
H 1.6765 5.7436 3.4574
H 4.1217 5.6508 3.2211
H 5.2254 3.5539 2.4867
H 3.9021 1.5591 1.9961
H 2.1752 0.4817 4.4297
H 3.4345 -0.9354 5.9818
H 4.5890 -2.9730 5.1694
H 4.4397 -3.6139 2.7950
H 3.5875 -3.2098 0.5409
H 2.3500 -1.7878 -1.0521
H 2.5889 -0.2904 -2.9521
H 4.5646 0.6553 -4.0895
H 6.6888 2.3341 -3.4807
H 6.1027 3.9742 -3.1887
H 5.6378 3.1087 -4.6560
H 4.4063 4.0859 -1.5403
H 2.4228 3.1537 -0.4011
C -1.2141 -1.4642 -4.5379
N -1.5755 -1.9015 -3.1894
C -2.1538 -3.0608 -3.0878
C -2.4659 -3.6286 -1.8290
C -3.1967 -4.7791 -1.5148
C -3.2011 -4.8664 -0.1252
C -2.4625 -3.7745 0.3403
N -2.0102 -3.0160 -0.6730
C -1.7202 -0.0832 -4.8837
C -1.0460 1.0596 -4.4579
C -1.4770 2.3216 -4.8471
C -2.5870 2.4573 -5.6725
C -3.2724 1.3255 -6.0943
C -2.8431 0.0650 -5.6961
H -1.6072 -2.1734 -5.2723
H -0.1249 -1.4756 -4.6281
H -2.4119 -3.6309 -3.9829
H -3.6571 -5.4573 -2.2161
H -3.6647 -5.6274 0.4802
H -2.2425 -3.5244 1.3673
H -0.1519 0.9522 -3.8536
H -0.9228 3.1983 -4.5353
H -2.9013 3.4384 -6.0039
H -4.1179 1.4219 -6.7632
H -3.3577 -0.8174 -6.0599
N -5.6064 1.3307 -1.6896
C -5.5977 -0.1756 -1.7321
C -4.3916 -0.6930 -0.9606
N -3.1418 -0.1165 -1.4534
C -3.1644 1.3420 -1.3899
C -4.3154 1.9152 -2.2039
H -5.7431 1.6321 -0.7217
H -6.3960 1.6929 -2.2266
H -5.5391 -0.4612 -2.7827
H -6.5387 -0.5336 -1.3183
H -4.3519 -1.7796 -1.0535
H -4.4897 -0.4619 0.1044
H -2.9998 -0.4121 -2.4235
H -2.2265 1.7478 -1.7654
H -3.2611 1.6369 -0.3393
H -4.2245 1.6239 -3.2507
H -4.3794 3.0000 -2.1408
*
```

=====

The following is a quantum chemistry calculation of C6H13N4O3P in the gas phase at a distorted geometry, from the Open Molecules 2025 dataset.

Values from the calculation:
Kohn-Sham gap   10.692 eV
SMILES string   CCOP(=O)(/N=C(/N)NC#N)OCC
LUMO   0.58 eV
HOMO energy   -10.1 eV
Energy above the lowest of the compared OMol25 structures with the same formula, charge and spin   0.000 eV
Energy   -27825.8919 eV

Geometry as ORCA input:
```
! RIJCOSX wB97M-V def2-TZVPD def2/J DEFGRID3
* xyz 0 1
C 1.6123 3.4321 -0.1334
C 0.3134 2.5209 -0.1370
O 0.7667 1.2278 -0.3527
P -0.3490 0.1880 -0.9048
O -1.1114 0.7434 -2.0678
N -1.1800 -0.3422 0.4331
C -2.4860 -0.2313 0.4457
N -3.1707 -0.6446 1.5903
N -3.2873 0.3315 -0.5315
C -4.6266 0.2017 -0.4171
N -5.7362 -0.0583 -0.3765
O 0.3991 -1.0767 -1.3937
C 0.7181 -2.1983 -0.5116
C -0.4720 -3.1877 -0.1867
H 2.2732 2.9100 0.6654
H 1.9958 3.4211 -1.1294
H 1.3739 4.5331 -0.0044
H -0.3529 2.6914 -1.0939
H -0.2036 2.7894 0.8119
H -2.5824 -1.0209 2.3474
H -4.2339 -0.7052 1.5139
H -2.9126 0.3280 -1.5357
H 1.4216 -2.7316 -1.1825
H 1.1058 -1.7903 0.4176
H -1.2777 -2.5588 0.3276
H -0.9839 -3.4762 -1.1485
H -0.1600 -3.8943 0.5568
*
```

=====

The following is a quantum chemistry calculation of C3H2FO3Rb as an isolated structure at a distorted geometry, from the Open Molecules 2025 dataset.

Values from the calculation:
Kohn-Sham gap   7.451 eV
LUMO   -0.81 eV
HOMO energy   -8.3 eV
Energy above the lowest of the compared OMol25 structures with the same formula, charge and spin   0.000 eV
Energy   -12658.7103 eV

Geometry as ORCA input:
```
! RIJCOSX wB97M-V def2-TZVPD def2/J DEFGRID3
* xyz 0 1
O 1.7872 -0.3320 -0.5524
C 1.1989 0.6134 -0.0241
C -0.0352 0.3763 0.7457
H 1.4971 1.6612 -0.2093
H -0.3006 1.1242 1.4968
F 0.0797 -0.8828 1.3478
Rb 0.6335 -3.0848 -0.8142
O -2.1153 1.1863 -0.5661
O -1.3515 -0.8841 -0.9912
C -1.3938 0.2221 -0.4331
*
```

=====

The following is a quantum chemistry calculation of C2H5NS as an isolated structure at a distorted geometry, from the Open Molecules 2025 dataset.

Values from the calculation:
Kohn-Sham gap   9.946 eV
LUMO   0.97 eV
HOMO energy   -9.0 eV
Energy above the lowest of the compared OMol25 structures with the same formula, charge and spin   1.760 eV
Energy   -14478.5766 eV

Geometry as ORCA input:
```
! RIJCOSX wB97M-V def2-TZVPD def2/J DEFGRID3
* xyz 0 1
C -1.3915 0.6168 -0.0103
C 1.2654 0.2537 0.3636
N -2.5374 1.0534 0.1048
S -0.0928 1.3448 0.7785
H -0.9905 -0.4724 -0.7510
H 2.1944 0.7096 0.5278
H 1.3430 0.1143 -0.7720
H 1.1202 -0.6181 1.0596
H -3.3952 0.6438 -0.3347
*
```

=====

The following is a quantum chemistry calculation of C16H10FN9S in the gas phase at a distorted geometry, from the Open Molecules 2025 dataset.

Values from the calculation:
Kohn-Sham gap   7.680 eV
SMILES string   Fc1ccc(-c2cnc3nnc(CSc4ncnc5n[nH]cc45)n3n2)cc1
LUMO   -1.23 eV
HOMO energy   -8.9 eV
Energy above the lowest of the compared OMol25 structures with the same formula, charge and spin   0.000 eV
Energy   -43714.9972 eV

Geometry as ORCA input:
```
! RIJCOSX wB97M-V def2-TZVPD def2/J DEFGRID3
* xyz 0 1
F 0.1566 0.9636 -6.2209
C -0.3225 0.4859 -5.0565
C -0.7618 1.3792 -4.0679
C -1.1184 0.9265 -2.7982
C -1.0864 -0.4394 -2.4210
C -1.4594 -0.7993 -0.9952
C -1.3666 -2.2426 -0.5167
N -1.7325 -2.6343 0.7016
C -2.0603 -1.6172 1.5538
N -2.5573 -1.6778 2.7715
N -2.8057 -0.3945 3.2024
C -2.4951 0.4229 2.2554
C -2.5310 1.9285 2.3861
S -0.8343 2.6738 2.2879
C -0.1298 1.9246 3.7164
N -0.6776 2.1372 4.9021
C -0.0737 1.5728 5.9526
N 1.0291 0.8487 5.9183
C 1.5719 0.6261 4.7469
N 2.5658 -0.2093 4.4614
N 2.7237 -0.0673 3.1496
C 1.7549 0.6974 2.5596
C 0.9995 1.1356 3.5995
N -2.0722 -0.2792 1.1445
N -1.8112 0.1556 -0.1254
C -0.6107 -1.3510 -3.4042
C -0.1845 -0.8605 -4.6645
H -0.7476 2.4453 -4.3183
H -1.4963 1.6535 -2.0925
H -1.1850 -3.0728 -1.1746
H -3.2527 2.3151 1.6293
H -2.9546 2.2050 3.3529
H -0.5006 1.6687 6.9709
H 3.3588 -0.6612 2.6312
H 1.6018 0.8652 1.4746
H -0.5244 -2.4068 -3.2564
H 0.3146 -1.5054 -5.3612
*
```

=====

The following is a quantum chemistry calculation of C5H6O in the gas phase, from the Open Molecules 2025 dataset.

Values from the calculation:
Kohn-Sham gap   9.461 eV
SMILES string   C=C1C=CCO1
LUMO   1.06 eV
HOMO energy   -8.4 eV
Energy above the lowest of the compared OMol25 structures with the same formula, charge and spin   1.045 eV
Energy   -7328.2391 eV

Geometry as ORCA input:
```
! RIJCOSX wB97M-V def2-TZVPD def2/J DEFGRID3
* xyz 0 1
C -2.0825 0.0014 -0.2754
C -0.7546 -0.0400 -0.3419
C 0.2399 1.0496 -0.3706
C 1.3927 0.5513 0.0736
C 1.1773 -0.9048 0.3984
O -0.0675 -1.2199 -0.2089
H -2.6373 -0.9134 -0.0983
H -2.6076 0.9451 -0.3352
H 0.0185 2.0762 -0.6400
H 2.3156 1.0829 0.2742
H 1.0613 -1.0331 1.4848
H 1.9441 -1.5953 0.0392
*
```

=====

Q: Look up the energy above the lowest of the compared OMol25 structures with the same formula, charge and spin of the sixth one.
A: 1.045 eV

=====

Q: Among the records above, which one has the highest Kohn-Sham gap?
A: C6H13N4O3P

=====

Q: Which of these has the lowest LUMO?
A: C50H48MgN4O2S2

=====

Q: LUMO of number 4 (C2H5NS)?
A: 0.97 eV